The following is a quantum chemistry calculation of a structure of composition C25H37FHfN8O2SSe, from OMol25.

Each line ends with the Mulliken charge.
Atoms and positions in Å:
Hf 1.520 -1.267 0.966  1.412
C -0.430 -2.505 4.872  -1.839
C 0.066 -2.381 3.477  1.018
N 0.867 -1.455 3.082  1.044
N 1.199 -0.486 4.009  -1.552
C 2.251 0.235 3.686  0.687
N 2.509 1.267 4.494  -0.386
S 3.348 -0.032 2.329  -0.525
C -0.349 -3.350 2.423  0.626
C -1.265 -4.347 2.659  -0.949
C -1.607 -5.202 1.615  -0.507
C -1.033 -5.017 0.372  -0.833
C -0.141 -3.972 0.201  -0.123
N 0.205 -3.165 1.210  0.451
H 0.176 -1.914 5.546  0.434
H -0.427 -3.548 5.187  0.491
H -1.461 -2.139 4.933  0.343
H 1.907 1.438 5.283  0.242
H 3.328 1.833 4.362  0.217
H -1.707 -4.459 3.639  0.485
H -2.321 -5.999 1.779  0.464
H -1.276 -5.655 -0.467  0.459
H 0.297 -3.749 -0.761  0.525
C 4.988 -1.588 -2.382  -0.635
O 4.922 -2.565 -1.295  -0.448
C 4.049 -2.394 -0.363  0.632
O 3.219 -1.459 -0.324  -0.674
N 4.078 -3.337 0.588  -0.215
N 3.185 -3.167 1.658  -0.540
H 5.783 -1.954 -3.018  0.266
H 5.231 -0.614 -1.972  0.305
H 4.038 -1.577 -2.905  0.306
H 4.846 -3.991 0.634  0.267
H 3.681 -2.754 2.448  0.360
H 2.822 -4.079 1.919  0.348
F 0.690 -1.483 -0.785  -0.636
C -2.579 3.403 2.148  -1.113
C -3.208 3.231 0.767  -0.176
C -3.881 1.879 0.561  -0.696
C -2.932 0.686 0.522  -1.074
N -2.010 0.737 -0.631  0.782
C -0.691 0.978 -0.624  -0.543
Se 0.432 1.106 0.894  -0.351
N -0.263 1.104 -1.881  1.124
C 1.115 1.398 -2.315  -0.905
C 1.452 2.874 -2.203  -0.495
C 0.582 3.773 -3.075  -0.012
C 1.010 5.235 -3.003  -1.415
C -1.344 0.931 -2.749  0.605
C -1.419 0.961 -4.138  -0.853
C -2.662 0.733 -4.691  -0.784
C -3.789 0.477 -3.888  -0.774
C -3.706 0.455 -2.512  -1.025
C -2.450 0.696 -1.960  0.859
H -2.294 4.442 2.321  0.394
H -1.683 2.797 2.285  0.148
H -3.287 3.126 2.935  0.329
H -2.465 3.397 -0.023  0.034
H -3.963 4.005 0.621  0.402
H -4.471 1.893 -0.357  0.355
H -4.590 1.696 1.374  0.514
H -3.492 -0.245 0.431  0.408
H -2.318 0.625 1.418  0.436
H 1.175 1.066 -3.351  0.658
H 1.788 0.780 -1.728  -0.264
H 2.504 2.994 -2.476  0.521
H 1.372 3.178 -1.155  0.197
H -0.465 3.683 -2.768  0.202
H 0.627 3.423 -4.112  0.193
H 0.974 5.604 -1.974  0.316
H 0.362 5.872 -3.604  0.402
H 2.032 5.363 -3.366  0.358
H -0.557 1.162 -4.760  0.370
H -2.772 0.753 -5.768  0.444
H -4.745 0.301 -4.364  0.444
H -4.577 0.261 -1.900  0.466

Computed properties:
**Charge**: +2
**Total energy**: -122741.13857 eV
**LUMO level**: -6.2 eV
**Orbital gap**: 7.4 eV
**Molecular weight**: 790.14 g mol⁻¹

---

The following is a quantum chemistry calculation of a cluster of 2 separate species, CH3N2O in total, from OMol25.

Each line ends with the Mulliken charge.
Atoms and positions in Å:
C 1.384 0.995 -0.256  0.574
N -1.503 -0.890 0.568  -0.085
N 0.326 0.387 -0.404  -0.400
O 2.489 1.313 -0.136  -0.184
H -1.008 -1.076 1.569  0.397
H -1.336 -1.391 -0.229  0.360
H -0.353 0.662 -1.111  0.339

Computed properties:
**Charge**: +1
**Total energy**: -6100.11900 eV
**LUMO level (spin up / spin down)**: -9.3 / -10.3 eV
**Orbital gap (spin up / spin down)**: 8.0 / 6.7 eV
**Molecular weight**: 59.05 g mol⁻¹

---

| no. | largest force on an atom (Eh/bohr) |
| --- | --- |
| 1 | 0.02125 |
| 2 | 0.12621 |